(1)
{
  "formula": "C80H88KN5O4P2S3Si",
  "method": "the ωB97M-V functional and the def2-TZVPD basis",
  "symbols": ["K", "O", "C", "O", "C", "C", "C", "C", "C", "N", "C", "O", "O", "H", "H", "H", "C", "Si", "C", "C", "C", "C", "C", "C", "P", "C", "C", "C", "C", "C", "C", "C", "C", "C", "C", "C", "C", "C", "C", "C", "C", "C", "C", "P", "C", "C", "C", "C", "C", "C", "C", "C", "C", "C", "C", "C", "H", "H", "H", "H", "H", "H", "H", "H", "H", "H", "H", "H", "H", "H", "H", "H", "H", "H", "H", "H", "H", "H", "H", "H", "H", "H", "H", "H", "H", "H", "H", "H", "H", "H", "H", "H", "H", "H", "H", "H", "H", "H", "H", "H", "H", "H", "H", "H", "H", "H", "H", "H", "H", "H", "H", "N", "S", "N", "S", "N", "S", "N", "C", "C", "C", "C", "C", "C", "C", "C", "C", "C", "C", "C", "C", "C", "C", "C", "C", "C", "C", "C", "C", "C", "C", "C", "C", "C", "C", "C", "C", "C", "C", "C", "C", "C", "C", "C", "H", "H", "H", "H", "H", "H", "H", "H", "H", "H", "H", "H", "H", "H", "H", "H", "H", "H", "H", "H", "H", "H", "H", "H", "H", "H", "H", "H", "H", "H"],
  "positions_angstrom": [[-0.019, 0.350, -0.685], [-5.133, 0.809, 0.086], [-3.890, 0.766, 0.055], [-3.140, -0.163, 0.372], [-3.207, 2.066, -0.472], [-3.993, 3.189, -0.738], [-3.398, 4.310, -1.286], [-2.052, 4.251, -1.603], [-1.346, 3.089, -1.304], [-1.906, 2.036, -0.727], [0.083, 2.918, -1.814], [0.252, 3.325, -2.978], [0.914, 2.375, -1.069], [-5.050, 3.145, -0.512], [-3.979, 5.208, -1.484], [-1.536, 5.072, -2.084], [-1.294, -0.133, 2.917], [0.062, 0.827, 3.844], [1.509, -0.057, 4.684], [2.001, 0.458, 5.896], [3.056, -0.114, 6.563], [3.684, -1.234, 6.031], [3.281, -1.700, 4.791], [2.239, -1.111, 4.089], [1.708, -1.629, 2.407], [3.219, -1.529, 1.283], [4.577, -2.158, 1.618], [5.475, -1.281, 2.487], [5.652, 0.095, 1.864], [4.281, 0.744, 1.710], [3.390, -0.087, 0.798], [1.467, -3.521, 2.485], [2.134, -4.447, 3.511], [1.545, -4.343, 4.917], [0.035, -4.548, 4.902], [-0.589, -3.553, 3.932], [-0.044, -3.773, 2.527], [-0.937, 1.585, 5.308], [-1.116, 0.973, 6.540], [-2.008, 1.479, 7.471], [-2.773, 2.585, 7.148], [-2.609, 3.211, 5.921], [-1.658, 2.754, 5.017], [-1.382, 3.322, 3.293], [-2.459, 4.869, 3.061], [-2.540, 5.965, 4.145], [-3.982, 6.405, 4.403], [-4.669, 6.738, 3.083], [-4.710, 5.514, 2.146], [-3.846, 4.362, 2.658], [0.357, 4.062, 3.314], [0.879, 3.772, 1.907], [2.343, 4.151, 1.757], [2.547, 5.624, 2.087], [2.031, 5.917, 3.493], [0.555, 5.541, 3.634], [-0.920, -0.580, 2.006], [-2.076, 0.557, 2.617], [-1.757, -0.900, 3.533], [1.496, 1.309, 6.331], [3.381, 0.291, 7.512], [4.477, -1.734, 6.571], [3.793, -2.556, 4.384], [2.817, -2.072, 0.416], [5.097, -2.327, 0.668], [4.439, -3.139, 2.080], [6.445, -1.776, 2.614], [5.031, -1.140, 3.471], [6.139, 0.011, 0.889], [6.292, 0.709, 2.504], [4.382, 1.744, 1.288], [3.811, 0.829, 2.692], [3.823, -0.108, -0.204], [2.406, 0.382, 0.709], [1.821, -3.825, 1.488], [3.212, -4.282, 3.547], [1.985, -5.474, 3.159], [1.746, -3.354, 5.325], [2.029, -5.084, 5.563], [-0.365, -4.409, 5.910], [-0.206, -5.569, 4.589], [-0.335, -2.541, 4.251], [-1.677, -3.652, 3.932], [-0.547, -3.103, 1.828], [-0.257, -4.805, 2.223], [-0.567, 0.067, 6.762], [-2.140, 0.987, 8.427], [-3.513, 2.960, 7.846], [-3.255, 4.039, 5.682], [-2.027, 5.308, 2.149], [-1.982, 6.847, 3.820], [-2.084, 5.630, 5.078], [-3.983, 7.286, 5.053], [-4.543, 5.622, 4.916], [-4.119, 7.556, 2.606], [-5.682, 7.102, 3.276], [-4.351, 5.798, 1.153], [-5.737, 5.162, 2.022], [-3.735, 3.618, 1.865], [-4.326, 3.860, 3.500], [0.924, 3.469, 4.042], [0.287, 4.329, 1.178], [0.755, 2.715, 1.655], [2.653, 3.937, 0.735], [2.940, 3.543, 2.441], [2.010, 6.241, 1.364], [3.608, 5.885, 2.021], [2.166, 6.978, 3.730], [2.614, 5.338, 4.212], [-0.021, 6.157, 2.942], [0.223, 5.763, 4.651], [1.485, -1.446, -1.437], [0.926, -2.485, -2.270], [0.808, -2.275, -3.921], [-0.365, -2.465, -4.899], [-1.671, -1.655, -4.708], [-1.359, -0.342, -3.662], [-1.137, -0.797, -2.317], [-2.767, 0.694, -4.149], [-3.931, 0.100, -4.596], [-4.971, 0.888, -5.062], [-4.846, 2.268, -5.056], [-3.680, 2.854, -4.593], [-2.627, 2.071, -4.146], [-0.009, 0.527, -4.507], [-0.191, 0.989, -5.797], [0.846, 1.648, -6.435], [2.045, 1.858, -5.771], [2.213, 1.398, -4.477], [1.187, 0.719, -3.847], [-0.776, -4.175, -5.118], [-2.085, -4.641, -4.972], [-2.347, -5.986, -5.087], [-1.317, -6.893, -5.350], [-0.011, -6.421, -5.501], [0.262, -5.078, -5.392], [0.212, -1.979, -6.513], [-0.813, -1.834, -7.454], [-0.545, -1.338, -8.706], [0.760, -0.980, -9.047], [1.782, -1.143, -8.116], [1.521, -1.644, -6.857], [-0.473, -3.509, -1.698], [-0.534, -4.796, -2.198], [-1.577, -5.632, -1.830], [-2.548, -5.175, -0.953], [-2.457, -3.896, -0.427], [-1.417, -3.055, -0.795], [2.266, -3.742, -2.400], [2.508, -4.705, -1.432], [3.669, -5.461, -1.474], [4.605, -5.259, -2.476], [4.381, -4.279, -3.430], [3.226, -3.522, -3.379], [-3.998, -0.977, -4.592], [-5.878, 0.427, -5.431], [-5.661, 2.887, -5.411], [-3.585, 3.930, -4.582], [-1.709, 2.535, -3.812], [-1.137, 0.833, -6.297], [0.715, 2.003, -7.450], [2.847, 2.393, -6.265], [3.129, 1.587, -3.937], [1.318, 0.341, -2.848], [-2.855, -3.923, -4.737], [-3.357, -6.347, -4.950], [-1.528, -7.951, -5.420], [0.792, -7.119, -5.695], [1.269, -4.696, -5.481], [-1.816, -2.087, -7.146], [-1.348, -1.210, -9.418], [0.967, -0.561, -10.022], [2.789, -0.850, -8.378], [2.298, -1.735, -6.115], [0.229, -5.147, -2.878], [-1.639, -6.628, -2.249], [-3.377, -5.818, -0.686], [-3.203, -3.524, 0.257], [-1.390, -2.047, -0.424], [1.787, -4.868, -0.645], [3.850, -6.218, -0.722], [5.505, -5.860, -2.505], [5.106, -4.114, -4.217], [3.028, -2.753, -4.110]],
  "forces_ev_per_angstrom": [[0.0, -0.5, 3.2], [-0.6, 0.2, -0.1], [0.0, 0.3, 0.0], [0.6, -0.5, -0.1], [-0.7, -0.3, 0.1], [-0.1, -0.1, 0.0], [0.1, 0.0, 0.1], [0.2, 0.2, 0.1], [0.0, 0.4, -0.3], [-0.3, 0.3, 0.0], [-0.1, 0.8, 0.1], [0.0, 0.3, -0.7], [1.0, 1.1, 0.0], [0.0, -0.1, 0.0], [0.0, 0.0, 0.0], [0.0, 0.0, 0.0], [0.2, -0.3, 0.6], [0.6, 0.8, -0.6], [-0.9, -0.3, -0.4], [0.0, 0.1, 0.3], [0.0, 0.1, 0.0], [0.3, -0.2, 0.1], [0.1, 0.1, 0.1], [0.0, -0.2, 0.0], [0.7, -0.6, 0.1], [-0.3, -0.1, 0.0], [-0.2, 0.0, 0.2], [0.2, 0.0, -0.2], [-0.1, 0.0, 0.3], [0.1, 0.0, -0.2], [-0.1, 0.1, 0.1], [-0.1, 0.2, -0.3], [0.2, 0.2, 0.0], [-0.1, -0.2, 0.0], [0.1, 0.2, 0.1], [-0.1, -0.3, 0.0], [-0.1, 0.1, 0.0], [0.3, -0.5, -0.3], [-0.1, 0.1, 0.1], [0.0, -0.1, 0.2], [-0.1, 0.1, 0.2], [-0.1, 0.0, 0.0], [-0.1, 0.0, -0.1], [0.2, 0.7, -0.2], [0.2, -0.5, 0.1], [-0.1, 0.0, 0.1], [0.1, 0.3, -0.1], [-0.1, 0.0, 0.1], [-0.1, -0.1, 0.0], [0.0, 0.2, -0.3], [-0.3, -0.1, -0.2], [0.3, -0.2, 0.0], [-0.2, 0.3, -0.2], [0.2, -0.2, 0.3], [-0.1, 0.2, -0.2], [0.2, -0.2, 0.2], [0.0, -0.2, -0.1], [-0.1, 0.2, 0.0], [-0.2, -0.3, 0.0], [0.0, 0.1, 0.1], [0.0, 0.1, 0.1], [0.1, 0.0, 0.0], [0.1, -0.1, -0.1], [0.0, 0.0, 0.1], [0.0, -0.1, -0.1], [0.0, -0.1, 0.0], [0.0, 0.0, 0.1], [0.2, 0.0, 0.0], [0.1, 0.0, -0.2], [0.1, 0.0, 0.0], [-0.1, 0.1, 0.1], [0.0, 0.1, 0.1], [0.0, 0.0, -0.2], [0.1, 0.1, 0.0], [0.0, 0.1, 0.1], [0.0, -0.1, 0.0], [0.0, -0.1, -0.1], [0.0, -0.1, 0.1], [0.0, 0.1, 0.0], [0.0, 0.0, 0.0], [0.0, -0.1, 0.0], [-0.1, 0.1, 0.1], [0.0, 0.1, 0.0], [0.0, -0.1, 0.0], [0.0, -0.1, -0.1], [0.1, -0.1, 0.1], [0.0, 0.0, 0.1], [0.0, 0.0, 0.0], [0.0, 0.2, 0.0], [0.0, -0.1, 0.0], [0.1, 0.0, 0.0], [0.1, 0.1, 0.0], [0.0, 0.0, 0.1], [0.0, 0.0, 0.1], [0.0, 0.0, 0.0], [0.0, 0.1, -0.1], [0.0, 0.0, 0.0], [0.0, 0.0, 0.0], [0.0, 0.0, 0.2], [-0.1, -0.1, 0.0], [-0.1, 0.0, -0.2], [-0.1, 0.2, -0.2], [0.0, 0.0, 0.2], [0.1, -0.1, -0.1], [0.1, -0.1, 0.0], [-0.1, 0.1, -0.1], [0.0, 0.1, -0.1], [0.0, 0.0, 0.1], [0.1, 0.0, 0.1], [-0.1, 0.1, -0.1], [-0.1, 0.1, 0.0], [0.1, -0.5, -0.4], [1.6, -1.0, 1.5], [-0.7, -0.5, -1.6], [0.1, 1.0, 0.9], [0.2, -0.9, -0.5], [-0.3, 0.3, 0.1], [-1.2, 0.0, -1.3], [0.3, -0.2, -0.4], [-0.1, -0.3, 0.0], [-0.1, -0.1, 0.1], [0.0, 0.0, 0.0], [0.0, 0.0, 0.0], [0.1, 0.1, 0.2], [-0.3, 0.1, -0.2], [-0.1, 0.2, -0.3], [-0.2, 0.0, -0.1], [0.1, 0.0, 0.0], [0.1, 0.0, -0.1], [-0.2, -0.1, 0.2], [-0.6, -1.0, -0.4], [0.7, 1.0, 0.0], [0.2, -0.8, -0.2], [0.0, 0.7, 0.1], [-0.3, -0.5, 0.0], [-0.3, 1.1, 0.1], [0.5, 0.0, -0.9], [0.1, -0.3, 0.7], [0.4, 0.2, -0.4], [-0.1, -0.2, 0.4], [-0.1, 0.1, -0.6], [-0.6, -0.4, 0.8], [0.3, -0.1, -0.6], [0.1, -0.3, 0.0], [0.0, -0.1, 0.0], [0.0, -0.1, 0.0], [0.0, 0.1, 0.0], [0.0, 0.2, 0.0], [-0.1, -0.2, -0.2], [-0.3, 0.1, 0.1], [0.1, -0.1, 0.0], [0.0, 0.0, 0.0], [0.1, -0.1, 0.0], [-0.2, 0.1, -0.3], [-0.1, -0.1, 0.0], [0.0, 0.0, 0.1], [0.0, 0.0, 0.0], [0.1, 0.1, 0.1], [0.2, 0.1, 0.0], [0.0, 0.0, -0.1], [0.0, 0.0, 0.0], [0.0, 0.0, 0.0], [0.1, 0.0, 0.1], [0.1, -0.1, 0.1], [-0.2, 0.1, 0.1], [0.0, 0.0, 0.0], [0.0, 0.0, 0.0], [0.0, 0.0, 0.0], [0.2, -0.1, 0.0], [-0.2, 0.1, -0.1], [0.0, 0.0, 0.0], [0.1, 0.0, 0.0], [0.1, 0.0, 0.1], [0.1, 0.0, 0.1], [0.0, -0.1, 0.1], [0.0, 0.0, 0.0], [0.0, 0.0, 0.1], [-0.1, 0.1, 0.1], [-0.1, 0.1, 0.2], [-0.1, 0.0, 0.1], [-0.1, 0.0, 0.1], [0.0, 0.0, 0.0], [0.0, 0.1, 0.0], [0.2, 0.1, -0.1]],
  "lowdin_charge": [0.67, -0.06, -0.68, -0.04, -0.17, -0.04, -0.09, -0.03, -0.22, 0.12, -0.69, -0.02, -0.16, 0.11, 0.10, 0.11, -0.27, 0.67, -0.33, -0.14, -0.12, -0.13, -0.18, -0.40, 1.16, -0.44, -0.19, -0.21, -0.21, -0.19, -0.23, -0.41, -0.21, -0.21, -0.21, -0.20, -0.24, -0.32, -0.12, -0.12, -0.12, -0.10, -0.36, 1.10, -0.43, -0.22, -0.22, -0.20, -0.19, -0.24, -0.46, -0.27, -0.20, -0.22, -0.21, -0.22, -0.04, -0.01, 0.01, 0.09, 0.09, 0.08, 0.08, 0.05, 0.11, 0.09, 0.10, 0.08, 0.10, 0.10, 0.10, 0.11, 0.11, 0.07, 0.08, 0.08, 0.11, 0.09, 0.11, 0.10, 0.10, 0.10, 0.11, 0.08, 0.11, 0.09, 0.08, 0.08, 0.07, 0.10, 0.10, 0.08, 0.10, 0.10, 0.10, 0.09, 0.09, 0.10, 0.08, 0.11, 0.08, 0.11, 0.06, 0.10, 0.11, 0.11, 0.10, 0.10, 0.11, 0.10, 0.10, -0.31, 0.75, -0.37, 0.85, -0.34, 0.80, -0.39, -0.27, -0.07, -0.08, -0.08, -0.06, -0.05, -0.31, -0.09, -0.09, -0.08, -0.04, -0.07, -0.30, -0.06, -0.08, -0.07, -0.07, -0.07, -0.29, -0.08, -0.07, -0.07, -0.08, -0.05, -0.28, -0.12, -0.09, -0.07, -0.04, -0.06, -0.28, -0.07, -0.08, -0.10, -0.09, -0.09, 0.10, 0.10, 0.10, 0.11, 0.10, 0.12, 0.10, 0.10, 0.12, 0.06, 0.11, 0.11, 0.10, 0.11, 0.12, 0.11, 0.10, 0.10, 0.11, 0.11, 0.09, 0.10, 0.10, 0.12, 0.07, 0.11, 0.10, 0.09, 0.10, 0.08],
  "orbital_gap_ev": 2.327,
  "lumo_energy_ev": 2.7,
  "charge": -2,
  "e_tot_ha": -6442.4605,
  "homo_ev": 0.365
}

=====

(2)
{
  "formula": "C6H17NO",
  "method": "the ωB97M-V functional and the def2-TZVPD basis",
  "symbols": ["C", "C", "C", "C", "C", "C", "N", "H", "H", "H", "H", "H", "H", "H", "H", "H", "H", "H", "H", "H", "H", "H", "H", "H", "O"],
  "positions_angstrom": [[0.650, -0.209, -1.768], [-0.524, 0.196, -0.856], [-0.781, -0.868, 0.280], [0.104, -0.718, 1.518], [0.399, -2.091, 2.103], [-0.574, 0.160, 2.558], [-0.336, 1.495, -0.373], [1.485, -0.496, -1.142], [0.934, 0.641, -2.376], [0.334, -0.978, -2.458], [-1.455, 0.167, -1.412], [-1.832, -0.909, 0.567], [-0.645, -1.852, -0.183], [1.070, -0.250, 1.282], [0.650, -2.818, 1.330], [-0.435, -2.392, 2.725], [1.290, -2.059, 2.724], [-1.473, -0.318, 2.942], [-0.996, 1.058, 2.078], [0.083, 0.468, 3.353], [-1.119, 1.984, 0.064], [0.486, 1.616, 0.224], [1.104, 2.023, -4.673], [0.804, 3.220, -3.789], [0.775, 2.929, -4.716]],
  "forces_ev_per_angstrom": [[-0.2, 0.5, 0.6], [-0.1, 0.0, -1.9], [0.0, -0.8, 1.0], [0.2, 0.2, 0.2], [0.5, 0.0, -0.1], [-0.7, 0.4, -0.8], [-0.3, -0.8, 2.2], [0.3, -0.3, -0.2], [0.1, 0.2, -0.1], [0.0, -0.4, 0.2], [-0.3, 0.2, -0.2], [-0.1, 0.6, 0.0], [0.4, 0.3, -0.4], [-0.1, -0.1, -0.3], [-0.3, -0.1, 0.0], [-0.1, -0.5, 0.0], [0.0, 0.2, 0.3], [0.1, -0.3, 0.3], [0.3, 0.2, 0.2], [0.2, 0.0, 0.3], [-0.2, 0.2, -0.6], [0.4, 0.3, -0.6], [0.0, 0.1, -0.3], [0.0, 0.1, -0.6], [0.0, -0.2, 0.8]],
  "lowdin_charge": [0.00, -0.35, -0.08, -0.44, -0.05, -0.06, 0.31, 0.09, 0.07, 0.10, 0.16, 0.14, 0.13, 0.13, 0.09, 0.09, 0.09, 0.10, 0.07, 0.09, 0.16, 0.16, 0.02, 0.03, -0.05],
  "orbital_gap_ev": [11.068, 5.750],
  "de_lowest_kj_mol": 80.9,
  "lumo_energy_ev": [-3.3, -8.6],
  "multiplicity": 2,
  "charge": 1,
  "e_tot_ha": -368.4627,
  "homo_ev": [-14.324, -14.324]
}

=====

(3)
{
  "formula": "C5H11BO3",
  "method": "the ωB97M-V functional and the def2-TZVPD basis",
  "symbols": ["C", "C", "C", "C", "C", "O", "B", "O", "O", "H", "H", "H", "H", "H", "H", "H", "H", "H", "H", "H"],
  "positions_angstrom": [[-1.026, 1.467, -0.590], [-1.159, 0.086, -0.006], [-2.100, -0.925, -0.629], [-1.004, -0.041, 1.502], [0.100, -0.424, 0.604], [1.410, 0.376, 0.684], [2.469, -0.004, 0.030], [2.515, -1.265, -0.531], [3.534, 0.908, -0.123], [-0.835, 1.422, -1.557], [-0.379, 2.031, 0.002], [-1.977, 2.097, -0.398], [-3.023, -0.781, -0.117], [-1.721, -1.883, -0.356], [-2.329, -0.898, -1.691], [-1.591, -0.828, 1.995], [-0.867, 0.852, 2.114], [0.422, -1.462, 0.517], [3.317, -1.176, -0.976], [4.243, 0.447, -0.473]],
  "forces_ev_per_angstrom": [[-4.2, 0.6, 4.6], [0.7, 0.8, -0.2], [0.3, 0.6, 0.3], [-0.4, 0.1, 0.5], [3.3, -0.5, 0.4], [-4.7, 0.5, 1.2], [1.0, 0.2, -0.7], [-1.1, 0.3, 0.9], [-2.8, 0.3, 1.2], [1.2, 0.1, -4.5], [1.8, 0.7, 0.4], [0.9, -1.2, -0.7], [-1.0, -0.1, 0.3], [0.0, -1.0, 0.0], [0.6, 0.3, -0.1], [0.5, 0.3, -0.2], [-0.1, -0.1, -0.4], [-0.5, 0.2, -0.1], [2.1, -1.0, -1.7], [2.6, -0.9, -1.1]],
  "lowdin_charge": [-0.01, -0.45, -0.02, -0.03, -0.16, 0.18, -0.86, 0.20, 0.19, 0.03, 0.06, 0.12, 0.07, 0.07, 0.09, 0.12, 0.13, 0.15, 0.06, 0.04],
  "smiles": "CC1(C)C[C@@H]1OB(O)O",
  "orbital_gap_ev": 10.299,
  "de_lowest_kj_mol": 23.1,
  "lumo_energy_ev": 0.4,
  "charge": 0,
  "e_tot_ha": -447.7603,
  "homo_ev": -9.911
}